[1]
# H16O8

A 8-piece molecular cluster, H16O8 overall in a non-equilibrium geometry (the ωB97M-V functional and the def2-TZVPD basis, the OMol25 dataset).

```
24
Properties=species:S:1:pos:R:3:forces:R:3:lowdin_charge:R:1
O -0.357 0.668 -0.545 -2.3 -0.3 1.6 -0.036
H 0.549 0.777 -0.679 2.4 0.3 -0.3 0.004
H -0.487 0.799 0.423 0.2 0.0 -1.1 0.064
O -1.710 -1.268 -5.103 -1.6 -1.4 -1.3 -0.066
H -1.960 -2.230 -5.222 0.7 1.8 0.4 0.074
H -1.011 -1.209 -4.479 1.0 -0.4 0.9 -0.012
O -0.040 2.333 5.085 -0.4 -3.4 2.6 -0.024
H -0.071 3.041 4.528 -0.2 2.9 -2.5 -0.022
H -0.728 1.703 4.802 0.6 0.5 0.1 0.052
O 0.385 0.937 -3.860 -0.8 -0.6 2.3 -0.062
H -0.286 0.870 -4.518 -0.6 0.2 -1.5 0.001
H -0.211 0.764 -3.074 1.2 0.5 -0.7 0.049
O 1.726 1.003 3.302 -1.7 -1.1 -4.8 -0.042
H 1.809 0.148 2.791 0.4 1.7 1.3 0.059
H 2.132 0.955 4.111 1.5 -0.6 3.1 -0.011
O 3.124 -3.314 -1.975 -0.7 1.0 -2.8 -0.043
H 3.229 -2.411 -2.354 -0.2 -1.1 0.1 0.059
H 3.444 -3.186 -1.125 0.9 0.0 2.7 -0.016
O 0.114 -1.695 4.057 -1.2 -0.2 0.1 -0.043
H -0.762 -1.534 3.661 0.4 -0.3 0.4 0.050
H 0.684 -1.310 3.410 0.7 0.3 -0.4 -0.020
O -2.906 1.589 -1.299 -0.5 0.3 -0.2 -0.051
H -3.863 1.641 -1.306 -0.4 0.4 -0.4 0.034
H -2.804 0.928 -0.631 0.8 -0.7 0.5 0.002
```
Positions in Å, forces in eV/Å.

Summary:
Relative energy (zero: lowest compared OMol25 entry of this formula, charge and spin) in kJ/mol: 349.2
Largest force on an atom in eV Å⁻¹: 5.17
Charge: 0
SMILES: O.O.O.O.O.O.O.O
Spin multiplicity: 1

[2]
# C4H5IMgN2O3P2

C4H5IMgN2O3P2 as an isolated structure in a non-equilibrium geometry (the ωB97M-V functional and the def2-TZVPD basis, the OMol25 dataset).

```
18
Properties=species:S:1:pos:R:3:forces:R:3:lowdin_charge:R:1
N 1.083 2.012 1.081 1.7 1.0 -0.9 0.207
C 0.472 1.159 1.519 -3.4 -1.8 1.1 -0.314
C -0.651 0.253 2.007 0.7 0.4 0.1 -0.667
I -2.563 1.314 2.158 0.9 0.0 0.2 1.063
C -0.837 -1.025 1.076 -1.5 0.2 0.7 -0.495
C -2.154 -1.012 0.288 4.0 -0.1 1.7 -0.368
N -3.095 -1.173 -0.319 -1.8 -0.3 -1.3 0.219
P 0.635 -1.367 -0.029 -0.4 -0.5 0.1 0.909
P 0.809 0.140 -1.631 -2.5 1.5 -3.3 0.366
O 1.083 -0.523 -2.920 0.4 -0.2 1.5 -0.232
O 2.287 1.006 -1.261 -2.2 -0.3 -0.2 -0.269
O -0.450 1.155 -1.671 2.1 -1.1 0.3 -0.112
H -0.399 -0.041 3.054 -0.2 0.0 -0.9 0.101
H -0.933 -1.906 1.766 0.3 0.5 -0.7 0.143
H 0.284 -2.559 -0.745 0.1 0.7 0.0 0.044
H 2.103 1.968 -1.346 0.6 -0.1 0.4 0.137
H -0.742 1.172 -2.612 -0.2 0.2 0.3 0.141
Mg 2.938 -0.569 -0.434 1.6 -0.2 0.7 1.128
```
Positions in Å, forces in eV/Å.

Summary:
Largest force on an atom in eV Å⁻¹: 4.40
Charge: +2
Energy in Ha: -1670.49081
Spin multiplicity: 1

[3]
# CH12BaO9

CH12BaO9 as an isolated structure in a non-equilibrium geometry (the ωB97M-V functional and the def2-TZVPD basis, the OMol25 dataset).

```
23
Properties=species:S:1:pos:R:3:forces:R:3:lowdin_charge:R:1
Ba -0.269 -0.068 -0.172 2.0 -3.1 -2.4 2.085
C 1.391 -2.502 -1.763 1.7 -2.0 -6.4 -1.180
O 0.439 -1.765 -2.104 -5.2 3.6 -0.4 -0.326
O 1.932 -2.268 -0.719 2.7 1.2 7.6 -0.145
O 1.901 -3.266 -2.657 -0.4 -0.7 0.7 -0.148
O 0.073 2.116 1.412 0.1 0.2 0.2 -0.169
H -0.419 2.666 2.022 -0.1 0.1 0.3 0.062
H 0.987 2.363 1.549 0.3 0.2 0.0 0.051
O -0.170 1.890 -2.175 -0.3 0.2 0.2 -0.152
H -0.424 2.289 -3.008 -0.2 -0.1 -0.3 0.059
H 0.485 2.487 -1.813 0.5 0.1 0.1 0.016
O -2.472 1.148 0.595 -0.5 0.2 0.2 -0.199
H -2.391 2.071 0.836 0.0 0.3 -0.1 0.041
H -3.384 0.928 0.788 -0.3 -0.2 0.0 0.066
O 2.324 1.318 -0.714 -0.6 0.6 0.4 -0.099
H 2.722 1.473 0.142 0.4 -0.1 0.1 0.038
H 3.066 1.177 -1.302 0.1 -0.5 -0.4 0.075
O -1.609 -2.564 0.021 -0.1 0.5 0.2 -0.123
H -1.443 -3.100 0.796 0.2 -0.4 0.1 0.045
H -2.563 -2.498 -0.025 -0.4 -0.2 -0.2 0.046
O -0.270 -1.116 2.491 -0.3 0.3 0.0 -0.143
H 0.317 -0.723 3.137 0.2 0.1 0.2 0.048
H -0.222 -2.056 2.664 0.2 -0.3 -0.1 0.053
```
Positions in Å, forces in eV/Å.

Summary:
Relative energy (zero: lowest compared OMol25 entry of this formula, charge and spin) in kJ/mol: 202.0
Largest force on an atom in eV Å⁻¹: 8.12
Charge: 0
Spin multiplicity: 1

[4]
# C6H7N

C6H7N as an isolated structure in a non-equilibrium geometry (the ωB97M-V functional and the def2-TZVPD basis, the OMol25 dataset).

```
14
Properties=species:S:1:pos:R:3:forces:R:3:lowdin_charge:R:1
C -0.916 -0.063 -0.089 2.1 1.2 -1.0 -0.412
C -0.198 1.176 -0.045 -3.4 -1.2 1.1 -0.075
C 1.130 1.174 0.044 1.9 1.5 -2.4 -0.137
C 1.779 -0.025 -0.131 2.2 -0.1 0.6 -0.126
C 1.188 -1.296 -0.041 -0.3 2.1 -0.1 -0.066
C -0.200 -1.255 -0.146 -0.3 -1.1 1.5 -0.066
H -2.582 0.970 -0.169 0.0 -2.5 0.4 0.096
H -2.656 -0.719 0.897 0.8 2.9 -4.4 0.232
H -0.744 2.088 0.119 -0.4 0.3 -0.3 0.099
H 1.668 2.165 -0.156 -0.5 -1.6 0.9 0.137
H 2.831 0.179 -0.301 0.3 -1.0 0.4 0.094
H 1.791 -2.151 0.231 -0.2 -0.3 -0.7 0.102
H -0.796 -2.165 0.000 0.3 0.2 -0.4 0.110
N -2.297 -0.077 -0.211 -2.5 -0.3 4.4 0.014
```
Positions in Å, forces in eV/Å.

Summary:
Relative energy (zero: lowest compared OMol25 entry of this formula, charge and spin) in kJ/mol: 212.6
Largest force on an atom in eV Å⁻¹: 5.37
Charge: 0
Spin multiplicity: 1

[5]
# C2H3O10S2Sn

C2H3O10S2Sn as an isolated structure in a non-equilibrium geometry (the ωB97M-V functional and the def2-TZVPD basis, the OMol25 dataset).

```
18
Properties=species:S:1:pos:R:3:forces:R:3:lowdin_charge:R:1
Sn -0.395 -0.461 -0.951 1.1 -1.0 1.0 1.669
S -1.226 -3.485 0.413 -2.0 -3.6 3.7 0.142
O -0.761 -3.294 -0.976 0.1 1.1 -1.2 -0.515
O -2.632 -3.960 0.605 -1.1 2.1 -2.0 -0.488
O -0.596 -4.613 1.125 2.9 0.1 -0.5 -0.472
O -0.990 -2.221 1.164 0.5 1.9 -1.0 -0.515
S 2.187 0.420 -3.465 -0.2 -1.0 -0.3 0.128
O 3.041 1.527 -3.028 0.2 0.4 0.0 -0.452
O 0.735 0.752 -3.255 -1.5 0.5 1.0 -0.607
O 2.367 0.093 -4.892 0.3 0.3 -0.3 -0.467
O 2.415 -0.797 -2.649 0.1 -0.5 0.9 -0.488
C -0.570 2.818 2.661 0.0 0.4 0.5 -0.053
C -0.628 1.603 1.766 -0.4 -1.3 -0.8 -0.811
O 0.446 1.214 1.236 0.4 0.1 -0.6 -0.152
O -1.730 1.049 1.587 -0.4 0.4 -0.2 -0.095
H 0.108 2.639 3.497 0.2 0.0 -0.1 0.060
H -1.556 3.038 3.070 0.0 0.0 -0.1 0.054
H -0.214 3.678 2.091 0.1 0.0 0.0 0.063
```
Positions in Å, forces in eV/Å.

Summary:
Largest force on an atom in eV Å⁻¹: 5.56
Charge: -3
Energy in Ha: -1841.04046
Spin multiplicity: 1

[6]
# CH3NS2

The molecule CH3NS2 in a non-equilibrium geometry (the ωB97M-V functional and the def2-TZVPD basis, the OMol25 dataset).

```
7
Properties=species:S:1:pos:R:3:forces:R:3:lowdin_charge:R:1
S -2.160 -0.061 0.077 0.9 0.5 -0.2 0.568
C -0.599 0.464 -0.113 -1.6 -0.4 0.3 -0.811
N 0.426 -0.386 -0.233 1.3 -0.1 0.3 -0.500
S 2.068 0.057 -0.001 -0.2 -0.2 0.8 0.732
H -0.327 1.515 -0.140 0.1 0.0 0.0 0.053
H 0.249 -1.375 -0.138 -0.4 0.0 -0.1 0.071
H 2.168 -0.159 1.374 -0.2 0.2 -1.1 -0.112
```
Positions in Å, forces in eV/Å.

Summary:
Relative energy (zero: lowest compared OMol25 entry of this formula, charge and spin) in kJ/mol: 66.6
Largest force on an atom in eV Å⁻¹: 1.67
Charge: 0
SMILES: S=CNS
Spin multiplicity: 1

[7]
# C3H11N3O

A 2-piece molecular cluster, C3H11N3O overall in a non-equilibrium geometry (the ωB97M-V functional and the def2-TZVPD basis, the OMol25 dataset).

```
18
Properties=species:S:1:pos:R:3:forces:R:3:lowdin_charge:R:1
C 0.324 -0.279 -0.700 3.2 -4.0 1.6 -0.181
C -0.142 2.735 -0.818 0.3 0.4 0.1 -0.198
C -1.097 -0.202 1.199 -0.3 -0.1 0.1 -0.100
N 0.035 0.346 0.483 -1.6 2.5 -1.5 -0.027
N 1.332 -1.530 0.058 -1.1 2.1 -2.4 -0.120
N 0.904 -2.819 0.235 -0.1 -0.5 0.5 -0.063
O -0.826 1.522 -0.696 0.4 -0.5 1.7 -0.229
H 2.024 -1.153 0.700 -0.4 -0.4 -0.1 0.089
H 0.473 -3.205 -0.599 0.3 0.2 0.2 0.076
H 0.331 -3.014 1.056 -0.2 0.3 -0.2 0.058
H 1.081 0.180 -1.329 -0.4 0.2 0.1 0.109
H -0.458 -0.830 -1.225 0.0 0.1 0.1 0.112
H 0.101 2.947 -1.871 -0.1 -0.1 0.1 0.073
H -0.740 3.575 -0.437 0.0 -0.1 0.0 0.070
H 0.817 2.772 -0.274 -0.2 -0.3 0.0 0.078
H -1.916 -0.501 0.538 0.1 0.0 0.0 0.087
H -0.780 -1.087 1.772 0.1 0.3 -0.2 0.079
H -1.464 0.543 1.907 0.1 -0.1 -0.1 0.087
```
Positions in Å, forces in eV/Å.

Summary:
Relative energy (zero: lowest compared OMol25 entry of this formula, charge and spin) in kJ/mol: 653.9
Largest force on an atom in eV Å⁻¹: 5.39
Charge: 0
Spin multiplicity: 1

[8]
# C35H28AuN7O5P

C35H28AuN7O5P as an isolated structure (the ωB97M-V functional and the def2-TZVPD basis, the OMol25 dataset).

```
77
Properties=species:S:1:pos:R:3:forces:R:3:lowdin_charge:R:1
Au 1.242 -0.558 0.029 -0.3 0.1 -0.3 1.050
O -0.262 -1.902 -1.878 -0.1 -0.3 -0.1 0.121
C -0.311 -1.746 -0.714 0.4 0.7 0.5 -0.321
C -1.310 -2.238 0.265 0.2 -0.4 -0.2 -0.202
C -2.090 -3.318 -0.148 -0.1 0.1 0.0 0.006
C -3.083 -3.796 0.688 0.0 0.0 0.0 -0.032
C -3.312 -3.182 1.914 0.0 0.0 0.0 -0.029
C -2.520 -2.120 2.327 0.0 0.0 0.0 -0.062
C -1.484 -1.664 1.521 0.0 0.1 0.0 -0.313
P -0.362 -0.325 1.996 0.0 0.3 0.1 1.073
C -1.456 1.101 2.283 -0.1 -0.1 0.1 -0.353
C -1.278 1.982 3.346 0.0 0.0 0.0 -0.076
C -2.106 3.088 3.478 0.0 0.0 0.0 -0.064
C -3.116 3.322 2.556 0.0 0.0 0.0 -0.068
C -3.299 2.446 1.494 0.0 0.0 0.0 -0.071
C -2.471 1.344 1.356 0.0 0.0 -0.1 -0.112
C 0.443 -0.755 3.554 0.1 0.0 -0.1 -0.359
C 1.469 0.103 3.962 0.0 0.0 0.0 -0.132
C 2.237 -0.199 5.074 0.0 0.0 0.0 -0.059
C 1.998 -1.372 5.778 0.0 0.0 0.0 -0.048
C 0.996 -2.236 5.366 0.0 0.0 0.0 -0.049
C 0.224 -1.937 4.252 0.0 0.0 0.0 -0.063
H -1.922 -3.759 -1.122 0.0 0.0 0.0 0.128
H -3.687 -4.638 0.379 0.0 0.0 0.0 0.119
H -4.113 -3.534 2.550 0.0 0.0 0.0 0.120
H -2.703 -1.643 3.282 0.0 0.0 0.0 0.126
H -0.508 1.804 4.085 0.0 0.0 0.0 0.096
H -1.965 3.764 4.311 0.0 0.0 0.0 0.112
H -3.762 4.183 2.668 0.0 0.0 0.0 0.111
H -4.089 2.619 0.776 0.0 0.0 0.0 0.111
H -2.622 0.667 0.522 0.0 0.0 0.0 0.106
H 1.685 1.002 3.391 0.0 0.0 0.0 0.107
H 3.037 0.465 5.376 0.0 0.0 0.0 0.118
H 2.610 -1.620 6.634 0.0 0.0 0.0 0.118
H 0.821 -3.158 5.904 0.0 0.0 0.0 0.115
H -0.524 -2.645 3.920 0.0 0.0 0.0 0.100
O 5.596 -1.351 3.995 -0.1 -0.1 0.0 0.139
C 5.626 -0.120 3.528 0.0 0.0 0.0 -0.508
O 6.330 0.743 3.986 0.0 0.0 0.0 0.115
C 4.731 0.214 2.372 0.0 -0.1 -0.1 -0.041
C 4.800 1.436 1.737 0.0 0.0 0.0 0.024
N 3.860 1.447 0.780 -0.1 0.1 0.0 0.041
N 3.182 0.294 0.748 -0.2 -0.2 0.2 -0.027
C 3.699 -0.473 1.703 0.1 0.0 -0.1 -0.149
C 3.130 -1.858 1.898 -0.1 0.1 0.1 -0.566
O 3.660 -2.606 2.708 0.1 0.0 0.1 0.085
O 2.100 -2.158 1.195 0.0 -0.2 -0.3 -0.123
H 4.910 -1.909 3.532 0.0 0.0 0.0 0.071
H 5.460 2.266 1.925 0.0 0.0 0.0 0.150
H 3.651 2.177 0.120 0.0 0.0 0.0 0.167
C 1.902 -0.347 -3.493 0.0 0.0 0.0 0.004
C 1.091 0.715 -2.844 0.0 0.0 0.0 -0.332
N 0.855 0.838 -1.547 0.1 -0.1 -0.2 -0.043
C 0.125 1.996 -1.357 0.0 0.0 0.0 -0.097
C -0.082 2.576 -2.561 0.0 0.0 0.0 -0.019
N 0.531 1.759 -3.489 0.0 0.0 0.0 0.006
C 0.443 1.968 -4.932 0.0 0.0 0.1 -0.053
N -0.910 1.904 -5.382 0.1 0.1 -0.1 -0.066
N -1.567 3.074 -5.632 0.0 0.0 0.0 0.058
N -2.758 2.821 -5.994 0.0 0.0 0.0 0.086
C -2.936 1.449 -5.994 -0.1 0.1 0.0 -0.222
C -4.060 0.685 -6.317 0.0 0.0 0.0 -0.001
C -3.940 -0.680 -6.213 0.0 0.0 0.0 -0.072
C -2.733 -1.282 -5.797 0.0 0.0 0.0 -0.069
C -1.617 -0.540 -5.480 0.0 0.0 0.0 -0.008
C -1.747 0.847 -5.595 0.0 -0.1 0.1 -0.165
H 2.255 -1.040 -2.733 0.0 0.0 0.0 0.072
H 2.768 0.082 -3.999 0.0 0.0 0.0 0.099
H 1.323 -0.916 -4.220 0.0 0.0 0.0 0.075
H -0.193 2.310 -0.377 0.0 0.0 0.0 0.101
H -0.609 3.469 -2.849 0.0 0.0 0.0 0.130
H 1.062 1.226 -5.431 0.0 0.0 0.0 0.141
H 0.801 2.967 -5.171 0.0 0.0 0.0 0.146
H -4.978 1.159 -6.637 0.0 0.0 0.0 0.120
H -4.782 -1.312 -6.460 0.0 0.0 0.0 0.108
H -2.685 -2.360 -5.726 0.0 0.0 0.0 0.108
H -0.700 -1.019 -5.167 0.0 0.0 0.0 0.092
```
Positions in Å, forces in eV/Å.

Summary:
Relative energy (zero: lowest compared OMol25 entry of this formula, charge and spin) in kJ/mol: 77.9
Largest force on an atom in eV Å⁻¹: 0.96
Charge: +1
Spin multiplicity: 1